1.
21
Properties=species:S:1:pos:R:3 method="wB97M-V/def2-TZVPD" homo_lumo_gap_ev=11.039 e_homo_ev=-13.972 charge=+1 e_above_lowest_kcal_mol=33.6 spin_multiplicity=1
C -2.299 -0.697 3.062
C -2.090 -1.270 1.651
C -0.657 -1.423 1.192
C -0.035 -0.319 0.740
N 1.355 -0.536 0.227
H -1.599 -1.247 3.724
H -3.287 -0.956 3.444
H -2.114 0.379 3.179
H -2.681 -0.720 0.940
H -2.568 -2.267 1.727
H -0.227 -2.354 0.823
H -0.456 0.679 0.703
H 2.056 -0.132 0.845
H 1.591 -1.542 0.282
H 1.390 -0.095 -0.752
H 1.728 1.466 -2.347
H 2.634 0.215 -2.706
O 1.988 0.566 -2.067
H 0.595 2.435 -4.241
H 0.947 3.658 -3.414
O 0.856 2.697 -3.347

2.
21
Properties=species:S:1:pos:R:3 method="wB97M-V/def2-TZVPD" homo_lumo_gap_ev=11.909 e_homo_ev=-14.763 charge=+1 e_above_lowest_kcal_mol=22.7 spin_multiplicity=1
C -1.782 -0.115 0.609
C -0.523 -0.259 -0.230
C -0.562 0.657 -1.474
C 0.827 0.950 -2.061
O 1.544 1.784 -1.151
N 0.636 0.094 0.659
H -2.369 0.654 0.077
H -2.533 -0.900 0.463
H -1.635 0.145 1.655
H -0.394 -1.325 -0.511
H -0.976 1.632 -1.150
H -1.341 0.197 -2.071
H 0.711 1.339 -3.081
H 1.375 -0.002 -2.131
H 2.137 2.294 -1.724
H 1.520 0.029 0.145
H 0.685 -0.659 1.356
H 0.589 1.047 1.018
H 0.018 -2.462 3.593
H 1.453 -2.729 3.164
O 0.620 -2.372 2.845

3.
22
Properties=species:S:1:pos:R:3 method="wB97M-V/def2-TZVPD" homo_lumo_gap_ev=8.335 e_homo_ev=-4.545 charge=-1 e_above_lowest_kcal_mol=4.3 spin_multiplicity=1
C 0.326 -0.237 -0.575
N -0.926 -0.736 -1.155
C -2.026 0.179 -0.992
O -2.472 0.327 0.331
C 1.423 -1.318 -0.691
C 1.362 -2.313 0.459
H 0.224 0.026 0.481
H 0.626 0.646 -1.138
H -1.171 -1.597 -0.677
H -2.890 -0.165 -1.582
H -1.718 1.153 -1.413
H 1.263 -1.814 -1.660
H 2.411 -0.848 -0.708
H 0.402 -2.828 0.527
H 1.401 -1.748 1.393
H 2.163 -3.054 0.431
H 1.892 2.774 1.344
H 0.397 2.608 0.899
O 1.325 3.020 0.600
H -1.901 1.060 0.729
H -1.210 2.770 2.008
O -0.900 2.097 1.390

4.
22
Properties=species:S:1:pos:R:3 method="wB97M-V/def2-TZVPD" homo_lumo_gap_ev=10.905 e_homo_ev=-14.277 charge=+1 e_above_lowest_kcal_mol=79.6 spin_multiplicity=1
C -0.545 0.448 1.939
O -1.442 1.301 1.247
C 0.473 -0.252 0.949
C 1.396 0.809 0.095
C 0.710 1.523 -1.137
O 2.265 -0.159 -0.428
N -0.516 -0.920 0.099
H 0.042 1.194 2.753
H -1.038 -0.269 2.746
H -2.391 0.755 1.177
H 1.149 -0.901 1.352
H 1.822 1.510 0.680
H -0.263 1.130 -1.318
H 1.167 1.232 -2.156
H 0.539 2.583 -0.994
H 3.124 0.244 -0.741
H -0.271 -1.312 -0.903
H -1.089 -0.048 -0.491
H -1.111 -1.602 0.550
H -2.446 -2.080 -2.540
H -1.171 -2.963 -2.169
O -1.656 -2.168 -2.034

5.
24
Properties=species:S:1:pos:R:3 method="wB97M-V/def2-TZVPD" homo_lumo_gap_ev=7.010 e_homo_ev=-3.641 charge=-1 e_above_lowest_kcal_mol=18.8 spin_multiplicity=1
C -2.542 1.664 0.948
N -1.447 1.646 -0.029
C -1.000 0.278 -0.346
C -0.065 -0.234 0.757
S 0.653 -1.872 0.401
C -0.344 0.215 -1.691
O 0.084 1.190 -2.273
H -3.529 1.539 0.483
H -2.495 2.624 1.463
H -2.434 0.841 1.649
H -1.745 2.124 -0.870
H -1.871 -0.398 -0.418
H -0.622 -0.274 1.695
H 0.719 0.508 0.878
H -0.332 -0.768 -2.183
H 0.878 2.178 -0.247
H 2.395 2.119 -0.519
O 1.735 2.542 0.042
H 3.527 -0.763 -0.054
H 3.134 0.509 0.680
O 3.869 0.086 0.240
H -1.744 -2.860 0.104
H -1.383 -3.393 1.384
O -2.117 -3.474 0.762

6.
21
Properties=species:S:1:pos:R:3 method="wB97M-V/def2-TZVPD" homo_lumo_gap_ev=4.006 e_homo_ev=-13.302 charge=+1 e_above_lowest_kcal_mol=159.3 spin_multiplicity=1
C 0.929 -0.108 -1.673
C 1.025 1.456 -1.218
C -0.226 2.070 -0.592
S -1.189 -0.790 0.997
C -1.975 -1.817 2.160
N -0.191 -0.385 -2.536
H 0.778 -0.616 -0.691
H 1.957 -0.425 -2.038
H 1.862 1.439 -0.423
H 1.518 2.010 -2.075
H -1.191 1.661 -0.974
H -0.183 1.788 0.473
H -1.284 -2.748 2.618
H -2.371 -1.337 3.014
H -2.845 -2.339 1.757
H 0.025 -0.889 -3.379
H -0.136 3.184 -0.784
H -1.042 -0.791 -1.989
H 1.938 -0.647 3.050
H 0.908 -0.637 2.034
O 1.693 -0.080 2.268

Number 1: LUMO level -2.93 eV. Number 2: LUMO level -2.85 eV. Number 3: LUMO level 3.79 eV. Number 4: LUMO level -3.37 eV. Number 5: LUMO level 3.37 eV. Number 6: LUMO level -9.30 eV.